19
Properties=species:S:1:pos:R:3 method="wB97M-V/def2-TZVPD" de_lowest_ev=0.268 molar_mass_g_mol=124.205 spin_multiplicity=1 energy_ev=-19272.4384 lumo_ev=0.61 smiles=OCCCCS.O
C 1.670 0.601 0.326
O 1.760 -0.449 -0.669
C 0.401 1.403 0.142
C -0.848 0.611 0.410
C -2.125 1.226 -0.198
S -3.186 0.057 -1.125
H 2.544 1.247 0.226
H 1.762 0.140 1.271
H 1.594 -1.256 -0.166
H 0.508 2.308 0.750
H 0.442 1.684 -0.905
H -0.740 -0.418 0.056
H -1.066 0.504 1.482
H -1.925 1.963 -0.970
H -2.735 1.687 0.572
H -3.709 -0.582 -0.076
H 1.275 -4.061 -0.233
H 2.581 -3.420 -0.709
O 1.797 -3.246 -0.184